a:
{"formula": "C2H4O3P", "method": "ωB97M-V/def2-TZVPD", "spin_multiplicity": 1, "molar_mass_g_mol": 107.025, "smiles": "CC(=O)P([O-])O", "homo_ev": -2.770, "total_charge": -1, "symbols": ["C", "C", "O", "P", "O", "O", "H", "H", "H", "H"], "coordinates": [[-0.412, 0.613, 0.639], [1.046, 1.019, 0.543], [1.279, 2.218, 0.547], [2.168, -0.446, 0.233], [3.442, 0.085, -0.356], [1.318, -0.944, -1.167], [-0.838, -0.195, -0.022], [-0.943, 1.523, 0.294], [-0.587, 0.381, 1.660], [1.991, -0.638, -1.796]]}

b:
{"formula": "C2H4O3P", "method": "ωB97M-V/def2-TZVPD", "spin_multiplicity": 1, "molar_mass_g_mol": 107.025, "homo_ev": -4.353, "total_charge": -1, "symbols": ["C", "C", "O", "O", "O", "P", "H", "H", "H", "H"], "coordinates": [[0.815, -0.174, -0.378], [-0.494, -0.409, 0.164], [5.900, -0.279, -0.136], [1.404, 0.894, 0.166], [3.814, 0.901, -0.234], [4.489, -0.352, 0.234], [-1.347, -0.648, -0.531], [-1.112, 0.199, 0.887], [-0.210, -1.184, 0.782], [2.338, 0.935, -0.097]]}

Q: Which of them is the most stable? A: a.

a:
{"formula": "C2H4O3P", "method": "ωB97M-V/def2-TZVPD", "spin_multiplicity": 1, "molar_mass_g_mol": 107.025, "homo_ev": -4.919, "total_charge": -1, "symbols": ["C", "C", "O", "O", "O", "P", "H", "H", "H", "H"], "coordinates": [[1.140, 0.450, 0.858], [1.406, 0.140, -0.395], [-1.915, 1.060, -0.340], [-1.255, -1.197, 0.725], [-2.546, -1.136, -1.486], [-1.953, -0.387, -0.386], [0.478, 0.010, 1.507], [1.520, 1.418, 1.255], [1.995, 0.534, -1.180], [1.131, -0.892, -0.557]]}

b:
{"formula": "C2H4O3P", "method": "ωB97M-V/def2-TZVPD", "spin_multiplicity": 1, "molar_mass_g_mol": 107.025, "smiles": "CC(=O)P([O-])O", "homo_ev": -3.256, "total_charge": -1, "symbols": ["C", "C", "O", "P", "O", "O", "H", "H", "H", "H"], "coordinates": [[1.347, 0.099, 0.370], [0.078, 0.923, 0.242], [0.110, 2.124, 0.101], [-1.552, -0.067, 0.451], [-1.126, -1.415, 0.908], [-1.670, -0.260, -1.602], [2.066, 0.599, 1.022], [1.780, -0.012, -0.621], [1.084, -0.882, 0.763], [-2.117, -1.108, -1.635]]}

Q: Which of them is the most stable? A: a.

a:
{"formula": "C3H5NS2", "method": "ωB97M-V/def2-TZVPD", "spin_multiplicity": 1, "molar_mass_g_mol": 119.214, "smiles": "CN(C=S)C=S", "homo_ev": -8.862, "symbols": ["C", "N", "C", "S", "C", "S", "H", "H", "H", "H", "H"], "coordinates": [[-0.632, 1.140, -0.003], [0.085, -0.125, -0.027], [-0.639, -1.310, 0.107], [-2.268, -1.462, -0.083], [1.480, -0.119, -0.075], [2.542, -1.363, -0.037], [0.118, 1.933, -0.315], [-0.974, 1.487, 1.034], [-1.522, 1.045, -0.629], [0.037, -2.145, 0.316], [1.773, 0.919, -0.286]]}

b:
{"formula": "C3H5NS2", "method": "ωB97M-V/def2-TZVPD", "spin_multiplicity": 1, "molar_mass_g_mol": 119.214, "smiles": "CC(=S)NC=S", "homo_ev": -8.575, "symbols": ["C", "C", "S", "N", "C", "S", "H", "H", "H", "H", "H"], "coordinates": [[0.485, 0.327, 1.297], [-0.571, 0.739, 0.419], [-1.576, 2.001, 0.682], [-0.539, -0.005, -0.986], [0.026, -1.169, -1.125], [0.459, -1.558, -2.726], [0.233, 0.649, 2.276], [1.398, 0.876, 1.007], [0.512, -0.756, 1.242], [-0.885, 0.498, -1.841], [0.458, -1.603, -0.245]]}

c:
{"formula": "C3H5NS2", "method": "ωB97M-V/def2-TZVPD", "spin_multiplicity": 1, "molar_mass_g_mol": 119.214, "homo_ev": -8.704, "symbols": ["C", "C", "C", "H", "H", "H", "H", "H", "N", "S", "S"], "coordinates": [[0.113, -1.705, 0.167], [0.133, -0.725, 1.315], [-0.187, 2.163, -1.242], [0.387, -2.725, 0.526], [0.865, -1.444, -0.607], [-0.849, -1.638, -0.374], [-0.109, 2.223, -2.343], [-0.742, 2.921, -0.726], [0.162, 1.091, -0.641], [0.298, -1.138, 2.877], [-0.070, 0.978, 1.048]]}

Q: Which of them is the most stable? A: a.

a:
{"formula": "ClH10O5", "method": "ωB97M-V/def2-TZVPD", "spin_multiplicity": 1, "molar_mass_g_mol": 125.528, "homo_ev": -6.012, "total_charge": -1, "symbols": ["Cl", "O", "H", "H", "O", "H", "H", "O", "H", "H", "O", "H", "H", "O", "H", "H"], "coordinates": [[-0.221, 0.520, -0.113], [1.266, 0.139, 2.636], [0.681, -0.400, 3.168], [0.762, 0.334, 1.846], [-3.343, 0.239, 1.019], [-3.404, -0.318, 0.243], [-2.514, 0.707, 0.913], [-2.404, 0.804, -2.451], [-2.803, 1.646, -2.237], [-1.671, 0.723, -1.841], [3.178, 0.726, -0.102], [2.240, 0.699, 0.086], [3.290, 0.138, -0.849], [1.894, -1.971, -1.075], [1.233, -1.325, -0.825], [1.817, -2.661, -0.417]]}

b:
{"formula": "ClH10O5", "method": "ωB97M-V/def2-TZVPD", "spin_multiplicity": 1, "molar_mass_g_mol": 125.528, "homo_ev": -5.979, "total_charge": -1, "symbols": ["Cl", "O", "H", "H", "O", "H", "H", "O", "H", "H", "O", "H", "H", "O", "H", "H"], "coordinates": [[0.107, 0.010, 0.221], [2.046, 1.250, 1.032], [2.404, 1.757, 0.302], [1.377, 0.694, 0.632], [-1.568, -1.832, -0.887], [-1.011, -2.461, -0.429], [-1.251, -0.976, -0.598], [1.246, -2.044, 1.010], [1.356, -2.391, 0.124], [0.719, -1.254, 0.893], [-0.685, 2.288, 1.190], [-1.627, 2.148, 1.093], [-0.292, 1.444, 0.966], [-1.219, 0.211, -1.974], [-0.748, 0.189, -1.141], [-0.854, 0.966, -2.436]]}

Q: Which of them is the most stable? A: a.

a:
{"formula": "C5H10NO2", "method": "ωB97M-V/def2-TZVPD", "spin_multiplicity": 1, "molar_mass_g_mol": 116.140, "smiles": "C=C([NH3+])CCC(=O)O", "homo_ev": -14.982, "total_charge": 1, "symbols": ["C", "C", "N", "C", "C", "C", "O", "O", "H", "H", "H", "H", "H", "H", "H", "H", "H", "H"], "coordinates": [[-0.226, -2.752, -0.547], [0.294, -1.555, -0.570], [1.401, -1.248, 0.393], [-0.096, -0.309, -1.274], [-1.060, 0.581, -0.471], [-0.310, 1.522, 0.440], [0.704, 1.163, 1.007], [-0.975, 2.608, 0.729], [0.086, -3.630, 0.035], [-1.033, -3.164, -1.103], [2.286, -1.176, -0.100], [1.530, -2.026, 1.028], [1.219, -0.314, 0.828], [0.719, 0.332, -1.566], [-0.570, -0.586, -2.194], [-1.945, 1.066, -0.869], [-1.485, -0.086, 0.307], [-0.550, 3.245, 1.313]]}

b:
{"formula": "C5H10NO2", "method": "ωB97M-V/def2-TZVPD", "spin_multiplicity": 1, "molar_mass_g_mol": 116.140, "smiles": "CC[C@@H](O)[C@H]1C[N+]1=O", "homo_ev": -14.942, "total_charge": 1, "symbols": ["C", "C", "C", "O", "C", "C", "N", "O", "H", "H", "H", "H", "H", "H", "H", "H", "H", "H"], "coordinates": [[2.038, 0.484, 0.192], [0.770, 0.411, -0.612], [-0.376, 0.553, 0.357], [-0.973, 1.730, 0.603], [-1.734, -0.539, -0.277], [-2.860, -1.215, 0.516], [-2.960, -0.002, -0.199], [-3.559, 0.983, -0.443], [2.095, -0.425, 0.695], [2.232, 1.355, 0.734], [2.899, 0.452, -0.414], [0.709, -0.477, -1.109], [0.810, 1.230, -1.346], [-0.108, 0.106, 1.254], [-0.959, 2.357, -0.173], [-1.349, -1.125, -1.089], [-3.276, -2.114, -0.031], [-3.087, -1.419, 1.588]]}

Q: Which of them is the most stable? A: a.

a:
{"formula": "C5H10NO2", "method": "ωB97M-V/def2-TZVPD", "spin_multiplicity": 1, "molar_mass_g_mol": 116.140, "homo_ev": -14.382, "total_charge": 1, "symbols": ["C", "C", "C", "C", "C", "N", "O", "O", "H", "H", "H", "H", "H", "H", "H", "H", "H", "H"], "coordinates": [[1.736, 2.082, -1.386], [3.132, 2.475, -0.703], [1.032, 1.048, -1.116], [0.613, -1.369, -1.436], [-1.752, -1.012, 1.911], [0.506, -0.037, -0.818], [3.383, 2.094, 0.408], [-0.742, -0.078, 1.547], [1.408, 2.896, -2.027], [3.681, 3.144, -1.479], [-0.331, -1.838, -0.966], [0.757, -1.329, -2.559], [1.410, -1.916, -0.969], [-1.993, -1.546, 1.056], [-2.575, -0.503, 2.508], [-1.294, -1.750, 2.572], [-0.219, 0.041, 0.079], [-0.428, 0.461, 2.368]]}

b:
{"formula": "C5H10NO2", "method": "ωB97M-V/def2-TZVPD", "spin_multiplicity": 1, "molar_mass_g_mol": 116.140, "smiles": "CC(=O)/C=C\\[C@@H]([NH3+])O", "homo_ev": -13.711, "total_charge": 1, "symbols": ["C", "C", "O", "C", "C", "C", "N", "O", "H", "H", "H", "H", "H", "H", "H", "H", "H", "H"], "coordinates": [[0.992, 0.418, -2.875], [0.665, -0.069, -1.513], [0.852, -1.208, -1.239], [0.151, 0.961, -0.592], [-0.277, 0.782, 0.641], [-0.247, -0.617, 1.291], [-0.477, -0.419, 2.728], [-1.350, -1.420, 0.873], [0.210, -0.024, -3.460], [1.856, 0.095, -3.385], [0.747, 1.471, -2.882], [-0.038, 1.904, -1.018], [-1.006, 1.553, 1.020], [0.782, -1.119, 1.234], [-0.385, 0.623, 2.787], [-1.448, -0.568, 3.142], [0.241, -0.837, 3.310], [-1.268, -1.527, -0.061]]}

Q: Which of them is the most stable? A: b.